{"formula": "C16H24N2O2", "method": "the ωB97M-V functional and the def2-TZVPD basis", "smiles": "CCCCNC(=O)c1ccccc1C(=O)NCCCC", "e_homo_ha": -0.351, "de_lowest_kj_mol": 25.52, "gap_ev": 10.424, "molar_mass_g_mol": 276.4, "lumo_ev": 0.9, "symbols": ["C", "C", "C", "C", "N", "C", "O", "C", "C", "C", "C", "C", "C", "C", "O", "N", "C", "C", "C", "C", "H", "H", "H", "H", "H", "H", "H", "H", "H", "H", "H", "H", "H", "H", "H", "H", "H", "H", "H", "H", "H", "H", "H", "H"], "positions_angstrom": [[2.0009, -0.1769, 4.4699], [0.6491, 0.5070, 4.6385], [-0.1043, 0.6646, 3.3176], [0.4972, 1.7490, 2.4251], [-0.1453, 1.7696, 1.1304], [0.5333, 1.6409, -0.0279], [1.7470, 1.6063, -0.1031], [-0.3684, 1.5422, -1.2234], [-0.3997, 2.5569, -2.1690], [-1.2589, 2.4713, -3.2513], [-2.0951, 1.3755, -3.3902], [-2.0605, 0.3544, -2.4570], [-1.1885, 0.4229, -1.3784], [-1.1349, -0.7143, -0.4028], [-2.1267, -1.1826, 0.1223], [0.1174, -1.1643, -0.1741], [0.4021, -2.2962, 0.6754], [0.6743, -3.5842, -0.1080], [1.8722, -3.4844, -1.0602], [1.4842, -3.0394, -2.4671], [1.8727, -1.1655, 4.0342], [2.4885, -0.2903, 5.4352], [2.6572, 0.4014, 3.8253], [0.7896, 1.4901, 5.0931], [0.0373, -0.0880, 5.3198], [-0.0995, -0.2854, 2.7802], [-1.1463, 0.9218, 3.5244], [1.5564, 1.5653, 2.2346], [0.3932, 2.7288, 2.9060], [-1.1536, 1.7455, 1.1140], [0.2486, 3.4115, -2.0464], [-1.2800, 3.2644, -3.9836], [-2.7719, 1.3144, -4.2291], [-2.7027, -0.5080, -2.5543], [0.8974, -0.7378, -0.6491], [-0.4751, -2.4420, 1.3120], [1.2684, -2.0523, 1.2986], [0.8526, -4.3732, 0.6249], [-0.2204, -3.8509, -0.6727], [2.3498, -4.4639, -1.1337], [2.6110, -2.7945, -0.6458], [0.8009, -3.7588, -2.9138], [0.9956, -2.0684, -2.4626], [2.3680, -2.9726, -3.0978]], "nbo_charge": [-0.61, -0.39, -0.40, -0.23, -0.60, 0.66, -0.63, -0.12, -0.17, -0.20, -0.20, -0.17, -0.12, 0.66, -0.62, -0.62, -0.23, -0.40, -0.40, -0.60, 0.20, 0.21, 0.20, 0.20, 0.20, 0.20, 0.20, 0.23, 0.19, 0.40, 0.22, 0.22, 0.22, 0.23, 0.41, 0.23, 0.19, 0.21, 0.21, 0.21, 0.19, 0.20, 0.20, 0.21]}



{"formula": "C16H24N2O4S", "method": "the ωB97M-V functional and the def2-TZVPD basis", "smiles": "CCOC(=O)N1CCN(S(=O)(=O)c2cc(C)c(C)cc2C)CC1", "e_homo_ha": -0.334, "de_lowest_kj_mol": 11.27, "gap_ev": 9.849, "molar_mass_g_mol": 340.4, "lumo_ev": 0.8, "symbols": ["C", "C", "O", "C", "O", "N", "C", "C", "N", "S", "O", "O", "C", "C", "C", "C", "C", "C", "C", "C", "C", "C", "C", "H", "H", "H", "H", "H", "H", "H", "H", "H", "H", "H", "H", "H", "H", "H", "H", "H", "H", "H", "H", "H", "H", "H", "H"], "positions_angstrom": [[2.7140, 5.0155, -0.4026], [1.8738, 4.1501, 0.5255], [2.4385, 2.8502, 0.6906], [2.1829, 1.9665, -0.2921], [1.4833, 2.2040, -1.2501], [2.8526, 0.7931, -0.1120], [2.4318, -0.3494, -0.8998], [1.6889, -1.3545, 0.0058], [1.1683, -0.6260, 1.1388], [-0.0996, -1.4069, 1.9311], [0.2740, -2.7666, 2.2184], [-0.4566, -0.5749, 3.0436], [-1.3732, -1.4051, 0.6793], [-1.8579, -2.6371, 0.2800], [-2.8493, -2.7384, -0.6829], [-3.3666, -4.0791, -1.1019], [-3.3518, -1.5598, -1.2486], [-4.4242, -1.6183, -2.2914], [-2.8504, -0.3357, -0.8315], [-1.8571, -0.2239, 0.1366], [-1.3331, 1.1117, 0.5463], [2.2141, -0.1682, 2.0364], [3.3595, 0.4240, 1.1914], [2.2888, 6.0137, -0.4546], [3.7353, 5.0817, -0.0354], [2.7233, 4.5830, -1.3999], [0.8577, 4.0501, 0.1306], [1.8408, 4.5685, 1.5335], [1.7786, 0.0276, -1.6879], [3.3115, -0.8161, -1.3529], [2.3564, -2.1639, 0.3348], [0.8451, -1.8026, -0.5200], [-1.4393, -3.5160, 0.7460], [-4.4361, -4.1541, -0.9088], [-2.8593, -4.8701, -0.5570], [-3.2118, -4.2350, -2.1690], [-5.3143, -2.1054, -1.8952], [-4.6941, -0.6205, -2.6256], [-4.0889, -2.1951, -3.1524], [-3.2438, 0.5693, -1.2724], [-0.5158, 1.4031, -0.1133], [-2.1137, 1.8656, 0.4676], [-0.9614, 1.0751, 1.5655], [2.5834, -0.9934, 2.6618], [1.7615, 0.5836, 2.6840], [3.7885, 1.2986, 1.6764], [4.1457, -0.3187, 1.0336]], "nbo_charge": [-0.64, -0.07, -0.53, 0.90, -0.67, -0.44, -0.23, -0.25, -0.68, 2.33, -0.95, -0.94, -0.36, -0.19, 0.05, -0.65, 0.00, -0.63, -0.21, 0.04, -0.65, -0.25, -0.23, 0.22, 0.21, 0.23, 0.20, 0.19, 0.25, 0.20, 0.19, 0.23, 0.24, 0.22, 0.22, 0.22, 0.22, 0.22, 0.22, 0.21, 0.25, 0.22, 0.24, 0.19, 0.23, 0.24, 0.20]}



{"formula": "C16H24N2OS2", "method": "the ωB97M-V functional and the def2-TZVPD basis", "e_homo_ha": -0.325, "de_lowest_kj_mol": 16.41, "gap_ev": 8.791, "molar_mass_g_mol": 324.5, "lumo_ev": 0.0, "symbols": ["C", "C", "C", "C", "C", "C", "H", "H", "S", "C", "C", "C", "N", "C", "O", "N", "C", "C", "C", "C", "C", "C", "H", "H", "H", "H", "H", "H", "H", "H", "H", "H", "S", "H", "H", "H", "H", "H", "H", "H", "H", "H", "H", "H", "H"], "positions_angstrom": [[-1.0033, 3.9319, -0.6650], [0.4451, 3.9141, -1.1378], [0.7748, 2.6393, -1.9097], [2.2424, 2.6024, -2.3269], [2.6190, 1.3951, -3.1862], [2.6412, 0.0645, -2.4427], [3.2096, -0.6739, -3.0098], [3.0671, 0.1612, -1.4491], [0.9719, -0.6810, -2.2960], [0.5848, -0.9343, -0.6166], [1.1279, -0.4289, 0.5242], [2.1126, 0.5706, 0.5761], [2.8720, 1.4257, 0.6910], [0.7846, -0.9677, 1.8712], [1.5781, -0.9872, 2.7870], [-0.4681, -1.4814, 2.0122], [-1.5112, -1.4557, 1.0388], [-2.0756, -0.0509, 0.8150], [-2.8373, 0.4202, 2.0519], [-3.9694, -0.5470, 2.3805], [-3.4116, -1.9449, 2.6256], [-2.6244, -2.4312, 1.4086], [-2.1936, -3.4165, 1.5989], [-3.2962, -2.5203, 0.5528], [-4.2235, -2.6456, 2.8256], [-2.7677, -1.9255, 3.5077], [-4.5074, -0.2027, 3.2648], [-4.6749, -0.5767, 1.5474], [-3.2366, 1.4184, 1.8664], [-2.1497, 0.4861, 2.8978], [-2.7454, -0.0803, -0.0466], [-1.2656, 0.6460, 0.5920], [-0.7645, -2.0522, -0.5690], [-0.6315, -1.9742, 2.8792], [3.6256, 1.5560, -3.5805], [1.9390, 1.3187, -4.0386], [2.4639, 3.5065, -2.8988], [2.8670, 2.6140, -1.4316], [0.1371, 2.5689, -2.7948], [0.5515, 1.7853, -1.2695], [0.6305, 4.7820, -1.7744], [1.1098, 3.9849, -0.2745], [-1.1933, 3.1031, 0.0143], [-1.2235, 4.8584, -0.1402], [-1.6839, 3.8445, -1.5096]], "nbo_charge": [-0.60, -0.39, -0.39, -0.40, -0.40, -0.53, 0.23, 0.25, 0.34, -0.22, -0.42, 0.30, -0.33, 0.69, -0.58, -0.67, 0.10, -0.44, -0.41, -0.40, -0.40, -0.44, 0.22, 0.22, 0.22, 0.19, 0.21, 0.20, 0.22, 0.21, 0.22, 0.22, 0.31, 0.41, 0.22, 0.20, 0.20, 0.23, 0.19, 0.19, 0.19, 0.21, 0.19, 0.21, 0.20]}



{"formula": "C16H24N4O5S2", "method": "the ωB97M-V functional and the def2-TZVPD basis", "smiles": "CSCC[C@@H](NC(N)=O)C(=O)Nc1cccc(S(=O)(=O)N2CCOCC2)c1", "e_homo_ha": -0.323, "de_lowest_kj_mol": 12.03, "gap_ev": 9.188, "molar_mass_g_mol": 416.5, "lumo_ev": 0.4, "symbols": ["C", "S", "C", "C", "C", "N", "C", "N", "O", "C", "O", "N", "C", "C", "C", "C", "C", "S", "O", "O", "N", "C", "C", "O", "C", "C", "C", "H", "H", "H", "H", "H", "H", "H", "H", "H", "H", "H", "H", "H", "H", "H", "H", "H", "H", "H", "H", "H", "H", "H", "H"], "positions_angstrom": [[-2.9870, 1.8123, -2.2677], [-4.3920, 2.1957, -1.1812], [-3.5126, 2.5025, 0.3979], [-3.6442, 1.3969, 1.4410], [-3.0778, 0.0295, 1.0452], [-3.9028, -0.5756, 0.0159], [-4.0454, -1.9128, -0.1334], [-4.9990, -2.2946, -1.0222], [-3.3336, -2.7255, 0.4472], [-1.5903, 0.0985, 0.6337], [-0.9345, 1.1185, 0.6716], [-1.1247, -1.1209, 0.2746], [0.1520, -1.4336, -0.1808], [0.5506, -2.7722, -0.1659], [1.8095, -3.1359, -0.6053], [2.6972, -2.1710, -1.0602], [2.2886, -0.8529, -1.0830], [3.4179, 0.4276, -1.6410], [2.6495, 1.4647, -2.2627], [4.4738, -0.2021, -2.3781], [4.1151, 1.0915, -0.2905], [5.0758, 0.2996, 0.4392], [4.4253, -0.3657, 1.6569], [3.7876, 0.5922, 2.4725], [2.7753, 1.2806, 1.7656], [3.3459, 1.9940, 0.5347], [1.0325, -0.4682, -0.6644], [-2.3344, 2.6783, -2.3235], [-3.3981, 1.5948, -3.2482], [-2.4454, 0.9509, -1.8884], [-2.4689, 2.6736, 0.1481], [-3.9417, 3.4203, 0.7999], [-3.1078, 1.7347, 2.3301], [-4.6964, 1.2674, 1.7052], [-3.1126, -0.6321, 1.9246], [-4.4642, 0.0708, -0.5288], [-5.6760, -1.6471, -1.3821], [-5.1814, -3.2782, -1.1124], [-1.7657, -1.9138, 0.4156], [-0.1429, -3.5198, 0.1898], [2.1027, -4.1745, -0.5911], [3.6843, -2.4214, -1.4132], [5.4829, -0.4367, -0.2525], [5.8801, 0.9631, 0.7771], [5.1796, -0.8421, 2.2854], [3.6947, -1.1215, 1.3272], [2.3578, 2.0048, 2.4664], [1.9872, 0.5756, 1.4656], [2.5531, 2.4086, -0.0859], [4.0109, 2.8025, 0.8601], [0.7495, 0.5686, -0.7284]], "nbo_charge": [-0.73, 0.15, -0.53, -0.42, -0.13, -0.67, 0.79, -0.83, -0.70, 0.68, -0.63, -0.65, 0.24, -0.23, -0.20, -0.22, -0.32, 2.34, -0.94, -0.94, -0.68, -0.26, -0.09, -0.53, -0.09, -0.26, -0.27, 0.23, 0.23, 0.22, 0.26, 0.23, 0.23, 0.22, 0.23, 0.41, 0.39, 0.41, 0.45, 0.22, 0.22, 0.24, 0.24, 0.20, 0.20, 0.17, 0.20, 0.18, 0.24, 0.20, 0.27]}



{"formula": "C16H24N8", "method": "the ωB97M-V functional and the def2-TZVPD basis", "smiles": "CC#N.CC#N.CC#N.CC#N.CC#N.CC#N.CC#N.CC#N", "e_homo_ha": -0.394, "de_lowest_kj_mol": 164.47, "gap_ev": 11.065, "molar_mass_g_mol": 328.4, "lumo_ev": 0.3, "symbols": ["C", "C", "N", "H", "H", "H", "C", "C", "N", "H", "H", "H", "C", "C", "N", "H", "H", "H", "C", "C", "N", "H", "H", "H", "C", "C", "N", "H", "H", "H", "C", "C", "N", "H", "H", "H", "C", "C", "N", "H", "H", "H", "C", "C", "N", "H", "H", "H"], "positions_angstrom": [[0.0133, -1.2938, -4.5647], [-0.3592, -0.6525, -3.2536], [-0.6157, -0.1849, -2.1765], [-0.8815, -1.4054, -5.1771], [0.4049, -2.3085, -4.4928], [0.8083, -0.6952, -5.0094], [1.8352, 5.6455, 1.6137], [1.0547, 4.4828, 1.2264], [0.4467, 3.5372, 0.8834], [1.1468, 6.4609, 1.8360], [2.4302, 6.1141, 0.8297], [2.5377, 5.4876, 2.4319], [1.4613, -3.1973, -1.6431], [0.8297, -4.4224, -2.1308], [0.3316, -5.4051, -2.4875], [1.7997, -2.4671, -2.3783], [2.3563, -3.4823, -1.0902], [0.8386, -2.5673, -1.0079], [2.5920, 0.5322, 0.6244], [3.4798, 0.0302, 1.6391], [4.1285, -0.4080, 2.5123], [2.0308, 1.3212, 1.1251], [1.9247, -0.1795, 0.1382], [3.1820, 1.0550, -0.1284], [-5.7609, -2.0221, 0.7699], [-5.1966, -0.7685, 0.3439], [-4.5911, 0.1722, -0.0179], [-6.8008, -1.9748, 0.4466], [-5.6954, -2.2642, 1.8306], [-5.2432, -2.8184, 0.2352], [2.7729, -3.3338, 3.2367], [3.0146, -4.2571, 2.2004], [3.1915, -5.0381, 1.3094], [2.1578, -3.9868, 3.8559], [2.3387, -2.3780, 2.9435], [3.7613, -3.1677, 3.6649], [-2.3394, 3.9448, -0.8585], [-1.5667, 5.0771, -1.4629], [-0.9432, 5.9236, -1.8556], [-3.2654, 3.7312, -1.3923], [-2.6223, 4.1825, 0.1670], [-1.7997, 2.9998, -0.7977], [-1.1374, 0.4106, 0.8761], [-0.4699, -0.7810, 1.3255], [0.0802, -1.7827, 1.6888], [-1.4854, 1.0439, 1.6921], [-1.8544, 0.1521, 0.0968], [-0.3217, 0.9380, 0.3815]], "nbo_charge": [-0.72, 0.32, -0.38, 0.26, 0.27, 0.26, -0.74, 0.33, -0.38, 0.26, 0.27, 0.26, -0.74, 0.29, -0.34, 0.24, 0.28, 0.27, -0.74, 0.30, -0.35, 0.27, 0.27, 0.25, -0.73, 0.31, -0.35, 0.26, 0.26, 0.26, -0.74, 0.31, -0.38, 0.26, 0.28, 0.26, -0.72, 0.31, -0.36, 0.25, 0.25, 0.27, -0.75, 0.33, -0.40, 0.26, 0.29, 0.27]}